C10H17Cl4Mg2O6 as an isolated structure in a non-equilibrium geometry, computed with ωB97M-V/def2-TZVPD.

ORCA input file:
```
! RIJCOSX wB97M-V def2-TZVPD def2/J DEFGRID3
* xyz 1 1
Mg -0.88 2.83 -0.75
Mg -1.71 1.22 -3.50
C 1.04 3.65 -4.39
C 0.15 2.56 -3.91
O -0.48 1.86 -4.76
O -0.20 2.44 -2.67
H 1.86 3.22 -4.96
H 1.35 4.31 -3.59
H 0.42 4.21 -5.09
C -0.39 -1.45 -0.48
C -0.97 -0.13 -0.91
O -1.54 -0.08 -2.06
O -0.87 0.91 -0.22
H 0.38 -1.22 0.26
H 0.01 -1.92 -1.37
H -1.12 -2.07 0.03
C 0.73 5.73 1.09
C 0.15 4.62 0.26
O -0.74 4.79 -0.65
O 0.55 3.44 0.44
H 0.23 6.66 0.84
H 1.81 5.80 0.98
H 0.55 5.47 2.13
Cl -2.03 -3.77 5.78
C -2.14 -3.15 4.10
C -2.32 -1.64 4.16
Cl -2.24 -0.96 2.50
H -2.94 -3.67 3.59
H -1.17 -3.39 3.67
H -1.55 -1.12 4.72
H -3.32 -1.40 4.50
Cl 0.57 -4.42 1.37
C 2.13 -4.15 0.55
C 2.49 -5.28 -0.41
Cl 1.34 -5.26 -1.77
H 2.84 -4.07 1.37
H 2.09 -3.23 -0.01
H 2.49 -6.29 -0.02
H 3.46 -5.06 -0.85
*
```

Values from the calculation:
LUMO level (eV): -5.26
E_HOMO (hartree): -0.4623
Relative energy (zero: lowest compared OMol25 entry of this formula, charge and spin) (eV): 0.970
Max |F| (eV Å⁻¹): 2.187
Kohn-Sham gap (eV): 7.317
Molecular weight (g/mol): 423.66



One molecule with the formula C10H17ClNO3PS, computed with ωB97M-V/def2-TZVPD.

ORCA input file:
```
! RIJCOSX wB97M-V def2-TZVPD def2/J DEFGRID3
* xyz 0 1
C -1.31 2.77 -0.93
C -0.53 2.06 0.15
O -0.52 2.46 1.30
N 0.15 0.88 -0.26
C 1.18 1.15 -1.28
C 0.52 0.01 0.85
C -0.07 -1.44 0.78
C -0.82 -1.87 -0.47
C -2.15 -1.17 -0.75
C -3.04 -2.00 -1.69
Cl -3.04 -0.78 0.76
O 1.08 -2.34 0.91
C 2.03 -1.66 1.61
O 2.72 -2.14 2.46
C 2.01 -0.24 1.06
P 2.97 0.95 2.05
S 4.79 1.24 1.40
H -2.26 3.10 -0.52
H -1.48 2.14 -1.81
H -0.74 3.65 -1.25
H 0.78 1.87 -2.00
H 2.09 1.58 -0.85
H 1.41 0.24 -1.84
H 0.14 0.42 1.78
H -0.67 -1.63 1.67
H -0.18 -1.70 -1.35
H -1.00 -2.94 -0.38
H -1.96 -0.20 -1.21
H -3.56 -1.36 -2.40
H -3.78 -2.56 -1.11
H -2.42 -2.72 -2.23
H 2.61 -0.34 0.15
H 2.17 2.10 2.05
H 2.91 0.49 3.37
*
```

Values from the calculation:
LUMO level (eV): 0.37
E_HOMO (hartree): -0.3254
Structure (SMILES): CC(=O)N(C)[C@H]1[C@@H](C[C@@H](C)Cl)OC(=O)[C@@H]1[PH2]=S
Max |F| (eV Å⁻¹): 0.872
Kohn-Sham gap (eV): 9.225
Molecular weight (g/mol): 297.74



C10H17CuO8P3 as an isolated structure in a non-equilibrium geometry, computed with ωB97M-V/def2-TZVPD.

ORCA input file:
```
! RIJCOSX wB97M-V def2-TZVPD def2/J DEFGRID3
* xyz 1 1
C 0.36 3.84 -0.71
C -0.51 2.41 -0.82
C -0.79 2.12 -2.41
O -1.37 0.81 -2.72
P -0.17 -0.43 -2.91
O 0.18 -0.80 -4.41
O 1.34 -0.13 -2.09
O -0.84 -1.89 -2.16
P 0.20 -3.26 -2.42
P 1.55 -3.56 -0.74
O 1.33 -5.01 -0.06
O 3.22 -3.38 -1.21
O 1.06 -2.40 0.51
O -1.71 2.61 0.00
C -2.28 1.35 0.49
C -1.44 0.64 1.72
C -2.15 -0.69 2.42
C -1.34 -1.47 3.62
C 0.14 -1.00 4.17
C 0.83 0.35 3.50
C 0.02 1.12 2.30
H 0.51 4.03 0.46
H 1.37 3.67 -1.26
H -0.28 4.75 -1.14
H 0.22 1.58 -0.44
H 0.23 2.19 -3.02
H -1.49 2.95 -2.90
H 2.11 -0.08 -2.72
H -0.70 -4.42 -2.38
H 3.45 -2.40 -1.24
H 1.79 -2.30 1.19
H -2.51 0.56 -0.38
H -3.35 1.61 0.94
H -3.22 -1.08 2.08
H -1.85 -2.42 4.11
H 0.73 -1.59 5.02
H 1.88 0.76 3.81
H 0.56 2.07 1.82
Cu 2.93 -1.11 -0.03
*
```

Values from the calculation:
LUMO level (eV): -6.80
E_HOMO (hartree): -0.4153
Max |F| (eV Å⁻¹): 8.283
Kohn-Sham gap (eV): 4.504
Molecular weight (g/mol): 421.71



C10H17FeNO7S3 as an isolated structure in a non-equilibrium geometry, computed with ωB97M-V/def2-TZVPD.

ORCA input file:
```
! RIJCOSX wB97M-V def2-TZVPD def2/J DEFGRID3
* xyz 0 5
Fe 0.27 -0.13 0.15
O 1.05 -4.07 -0.55
C 0.20 -3.05 -0.50
O 0.40 -2.00 -1.08
C -1.05 -3.38 0.30
O -1.79 -2.23 0.59
C -1.54 -1.57 1.83
C -0.16 -1.95 2.41
O -0.15 -2.76 3.33
O 0.82 -1.41 1.81
H 1.83 -3.78 -1.04
H -0.75 -3.94 1.19
H -1.67 -4.03 -0.32
H -2.33 -1.84 2.53
H -2.45 0.17 1.63
C 0.49 3.31 1.26
C 0.93 3.55 -0.18
S 0.49 2.20 -1.31
C 2.07 1.98 -2.17
C 3.23 1.53 -1.31
S 2.84 0.03 -0.38
C 3.34 0.45 1.31
C 2.77 1.73 1.91
S 0.96 1.73 2.01
H -0.60 3.28 1.31
H 0.84 4.12 1.89
H 2.01 3.71 -0.25
H 0.44 4.46 -0.54
H 2.31 2.91 -2.68
H 1.84 1.23 -2.93
H 3.53 2.31 -0.60
H 4.09 1.33 -1.94
H 4.43 0.50 1.35
H 3.00 -0.41 1.88
H 3.09 2.62 1.37
H 3.14 1.81 2.94
O -4.48 0.60 3.31
N -4.09 0.94 2.29
O -1.55 -0.19 1.55
*
```

Values from the calculation:
LUMO level (spin up / spin down) (eV): -0.82 / -0.36
E_HOMO (spin up / spin down) (hartree): -0.2538 / -0.1989
Relative energy (zero: lowest compared OMol25 entry of this formula, charge and spin) (eV): 1.883
Max |F| (eV Å⁻¹): 1.410
Kohn-Sham gap (spin up / spin down) (eV): 6.085 / 5.057
Molecular weight (g/mol): 415.29



C10H17N as an isolated structure in a non-equilibrium geometry, computed with ωB97M-V/def2-TZVPD.

ORCA input file:
```
! RIJCOSX wB97M-V def2-TZVPD def2/J DEFGRID3
* xyz 0 1
C 2.02 0.08 0.51
C 1.46 0.42 -0.85
C 0.48 1.68 -0.91
C -0.68 1.42 0.13
C -0.20 0.91 1.56
C 0.81 -0.49 1.32
C 0.14 -1.64 0.74
C -0.43 -1.37 -0.53
C 0.54 -0.84 -1.50
C -2.08 0.64 -0.07
H 2.46 0.86 1.17
H 2.50 -0.80 0.15
H 2.50 0.53 -1.43
H 1.24 2.55 -0.77
H 0.49 1.90 -2.28
H -1.24 2.33 0.44
H 0.28 1.61 2.27
H -1.21 0.15 1.83
H 1.22 -0.76 2.41
H -0.53 -2.20 1.48
H 0.85 -2.37 0.60
H -0.62 -2.35 -1.32
H 1.11 -1.57 -1.85
H 0.00 -0.35 -2.30
H -2.24 -1.22 0.30
H -2.65 1.53 -0.75
H -2.67 0.62 1.09
N -1.96 -0.76 -0.48
*
```

Values from the calculation:
LUMO level (eV): 0.70
E_HOMO (hartree): -0.3234
Relative energy (zero: lowest compared OMol25 entry of this formula, charge and spin) (eV): 8.848
Max |F| (eV Å⁻¹): 7.714
Kohn-Sham gap (eV): 9.496
Molecular weight (g/mol): 151.25



A 2-piece molecular cluster, C10H17N overall in a non-equilibrium geometry, computed with ωB97M-V/def2-TZVPD.

ORCA input file:
```
! RIJCOSX wB97M-V def2-TZVPD def2/J DEFGRID3
* xyz 0 1
C 0.11 -0.82 -2.87
C 0.96 -0.77 1.78
C 0.94 -1.06 -1.85
C 0.44 -0.07 0.85
C 1.56 -0.05 -1.09
C 1.06 -2.38 -1.24
C -1.12 1.24 2.31
C -2.08 0.11 0.27
C -0.39 2.07 -0.02
C -0.83 0.84 0.85
N 2.71 0.40 -1.23
H -0.50 -1.52 -3.35
H -0.28 0.25 -3.11
H 0.61 -0.77 2.83
H 1.72 -1.42 1.49
H 0.19 -2.63 -0.61
H 1.86 -2.32 -0.42
H 1.44 -3.17 -1.90
H -1.79 2.05 2.34
H -1.68 0.32 2.64
H -0.32 1.65 2.99
H -2.10 -0.91 0.72
H -3.01 0.66 0.44
H -1.99 0.16 -0.88
H -0.10 1.90 -1.03
H 0.56 2.34 0.63
H -0.95 2.92 -0.02
H 2.97 0.99 -0.52
*
```

Values from the calculation:
LUMO level (eV): 0.59
E_HOMO (hartree): -0.2969
Relative energy (zero: lowest compared OMol25 entry of this formula, charge and spin) (eV): 6.852
Max |F| (eV Å⁻¹): 6.010
Kohn-Sham gap (eV): 8.668
Molecular weight (g/mol): 151.25



An isolated ion of composition C10H17N2O2 and charge +1 in a non-equilibrium geometry, computed with ωB97M-V/def2-TZVPD.

ORCA input file:
```
! RIJCOSX wB97M-V def2-TZVPD def2/J DEFGRID3
* xyz 1 1
C 3.03 2.35 -2.73
C 1.00 -1.38 -1.82
C 2.38 2.15 -1.62
C 1.66 0.86 -1.30
C -0.14 -0.17 -0.01
C 2.19 3.21 -0.52
C -0.87 -2.29 1.72
C -2.48 -0.46 2.68
C -2.86 -1.62 0.46
C -1.83 -1.15 1.45
N 1.73 -0.26 -2.18
N 0.66 0.92 -0.27
O -0.14 -1.19 -0.79
O -0.99 0.01 0.92
H 3.52 3.30 -2.89
H 3.04 1.44 -3.43
H 0.56 -1.82 -2.71
H 1.66 -2.13 -1.22
H 1.21 3.69 -0.55
H 2.34 2.64 0.46
H 2.82 4.03 -0.68
H -1.22 -2.85 2.49
H -0.90 -2.97 0.78
H 0.23 -2.03 2.04
H -2.71 0.60 2.39
H -1.80 -0.36 3.57
H -3.36 -1.01 3.05
H -3.67 -2.00 0.92
H -3.31 -0.92 -0.22
H -2.39 -2.40 -0.25
H 0.62 1.78 0.27
*
```

Values from the calculation:
LUMO level (eV): -4.10
E_HOMO (hartree): -0.4754
Structure (SMILES): C=C(C)C1=NCOC(OC(C)(C)C)=[NH+]1
Relative energy (zero: lowest compared OMol25 entry of this formula, charge and spin) (eV): 2.970
Max |F| (eV Å⁻¹): 7.288
Kohn-Sham gap (eV): 8.840
Molecular weight (g/mol): 197.26



An isolated ion of composition C10H17N2O2 and charge +1 in a non-equilibrium geometry, computed with ωB97M-V/def2-TZVPD.

ORCA input file:
```
! RIJCOSX wB97M-V def2-TZVPD def2/J DEFGRID3
* xyz 1 1
C 1.28 -0.29 1.39
C 1.35 0.25 -0.06
C 0.26 0.29 2.01
C -1.20 -2.32 -0.91
C 0.29 1.45 0.02
C 0.82 -1.08 -0.67
C -2.99 -1.22 0.51
C 2.06 3.14 -1.03
C -2.51 -2.40 -0.33
C 1.00 2.77 0.05
N -0.41 1.15 1.23
N 1.60 -2.06 -1.07
O -0.58 -3.22 -1.43
O -0.51 -1.06 -0.71
H 2.07 -1.07 1.82
H 2.35 0.54 -0.33
H -0.14 0.08 2.96
H -0.37 1.33 -0.86
H -2.46 -1.35 1.42
H -2.78 -0.34 -0.03
H -4.05 -1.24 0.63
H 2.92 2.64 -0.67
H 2.17 4.12 -1.29
H 1.88 2.63 -1.98
H -3.25 -2.69 -1.11
H -2.56 -3.22 0.50
H 0.09 3.43 -0.07
H 1.29 2.91 1.02
H -1.22 1.70 1.52
H 2.57 -1.99 -1.17
H 1.04 -2.89 -1.35
*
```

Values from the calculation:
LUMO level (spin up / spin down) (eV): -3.65 / -3.65
E_HOMO (spin up / spin down) (hartree): -0.4277 / -0.4277
Structure (SMILES): CCC(=O)OC(=[NH2+])[C@@H]1C=CN[C@H]1CC
Relative energy (zero: lowest compared OMol25 entry of this formula, charge and spin) (eV): 2.167
Max |F| (eV Å⁻¹): 4.432
Kohn-Sham gap (spin up / spin down) (eV): 7.992 / 7.993
Molecular weight (g/mol): 197.26



A 2-piece molecular cluster, C10H17N2O2 overall in a non-equilibrium geometry, computed with ωB97M-V/def2-TZVPD.

ORCA input file:
```
! RIJCOSX wB97M-V def2-TZVPD def2/J DEFGRID3
* xyz 1 3
C -3.95 0.50 0.10
C -3.57 0.43 -1.19
C -3.02 0.72 1.10
C -2.10 0.53 -1.45
C 2.68 -0.44 -0.97
C 3.40 -0.73 0.32
C 2.13 0.95 -0.86
C 2.37 -0.84 1.43
C 1.21 0.99 0.30
C 1.26 0.12 1.27
N -1.78 0.50 0.92
N -1.27 0.10 -0.37
O -1.75 -2.05 -0.10
O -0.75 -1.03 -0.45
H -4.95 0.53 0.44
H -4.15 0.17 -2.06
H -3.23 1.22 2.04
H -1.74 -0.17 -2.26
H 3.46 -0.51 -1.76
H 1.93 -1.06 -1.16
H 4.07 -1.59 0.21
H 3.97 0.16 0.57
H 2.95 1.66 -0.77
H 1.47 1.13 -1.64
H 2.00 -1.83 1.37
H 2.81 -0.76 2.45
H 0.29 1.69 0.11
H -1.88 1.56 -1.70
H 0.44 0.13 2.03
H -1.04 0.57 1.71
H -1.22 -2.63 0.37
*
```

Values from the calculation:
LUMO level (spin up / spin down) (eV): -2.71 / -8.05
E_HOMO (spin up / spin down) (hartree): -0.3942 / -0.4690
Relative energy (zero: lowest compared OMol25 entry of this formula, charge and spin) (eV): 5.062
Max |F| (eV Å⁻¹): 8.989
Kohn-Sham gap (spin up / spin down) (eV): 8.015 / 4.712
Molecular weight (g/mol): 197.26



A 2-piece molecular cluster, C10H17N2O5P overall in a non-equilibrium geometry, computed with ωB97M-V/def2-TZVPD.

ORCA input file:
```
! RIJCOSX wB97M-V def2-TZVPD def2/J DEFGRID3
* xyz 0 1
C 5.31 1.87 -0.47
C 4.06 1.02 -0.57
O 2.91 1.90 -0.72
C 1.84 1.29 -1.27
C 1.65 1.38 -2.62
N 0.58 0.77 -3.18
C -0.28 0.05 -2.45
C -0.15 -0.07 -1.09
P -1.42 -1.04 -0.09
N -2.91 -0.36 -0.39
O -1.46 -2.40 -1.03
C 0.94 0.55 -0.47
C 1.21 0.44 1.01
O 1.33 -0.63 1.52
O 1.39 1.59 1.69
H 5.55 2.08 0.57
H 5.18 2.78 -1.04
H 6.15 1.30 -0.87
H 4.11 0.40 -1.47
H 3.92 0.37 0.28
H 2.34 1.93 -3.24
H 0.46 0.84 -4.18
H -1.09 -0.42 -2.99
H -3.00 0.31 -1.15
H -3.36 0.00 0.46
H -0.58 -2.60 -1.37
H 0.91 2.32 1.29
C -3.80 -2.36 2.98
C -5.12 -1.57 3.00
O -5.12 -0.64 2.02
H -2.98 -1.64 3.11
H -3.71 -3.13 3.76
H -3.70 -2.85 2.00
H -5.22 -1.17 4.04
H -5.94 -2.33 2.95
*
```

Values from the calculation:
LUMO level (eV): -2.69
E_HOMO (hartree): -0.1785
Max |F| (eV Å⁻¹): 2.057
Kohn-Sham gap (eV): 2.163
Molecular weight (g/mol): 276.23



One molecule with the formula C10H17N3O3 in a non-equilibrium geometry, computed with ωB97M-V/def2-TZVPD.

ORCA input file:
```
! RIJCOSX wB97M-V def2-TZVPD def2/J DEFGRID3
* xyz 0 1
O 1.14 0.84 4.04
O 2.14 -1.22 0.91
O 0.27 0.76 -1.83
C 1.93 1.33 3.28
C 1.06 -0.63 0.70
C -0.92 0.52 -1.59
N -1.95 1.06 -2.34
N 1.74 1.58 1.92
N 0.08 -1.21 0.02
C 3.29 1.73 3.74
C -1.78 1.71 -3.62
C 0.70 0.81 1.21
C -0.06 -2.72 -0.18
C -1.18 -2.90 -1.21
C -2.05 -1.62 -0.96
C -1.15 -0.51 -0.45
H -2.89 0.92 -2.01
H 2.30 2.26 1.36
H 3.64 1.23 4.61
H 4.00 1.41 3.04
H 3.28 2.82 3.63
H -2.15 1.17 -4.53
H -2.21 2.65 -3.51
H -0.71 1.96 -3.74
H 0.54 1.45 0.33
H -0.19 0.79 1.88
H -0.34 -3.26 0.71
H 0.93 -3.02 -0.50
H -0.79 -2.90 -2.21
H -1.72 -3.80 -0.97
H -2.50 -1.34 -1.91
H -2.87 -1.82 -0.27
H -1.56 -0.04 0.44
*
```

Values from the calculation:
LUMO level (eV): 0.49
E_HOMO (hartree): -0.3314
Structure (SMILES): CNC(=O)[C@H]1CCCN1C(=O)CNC(C)=O
Relative energy (zero: lowest compared OMol25 entry of this formula, charge and spin) (eV): 1.627
Max |F| (eV Å⁻¹): 3.312
Kohn-Sham gap (eV): 9.506
Molecular weight (g/mol): 227.26



One molecule with the formula C10H17N3O4 in a non-equilibrium geometry, computed with ωB97M-V/def2-TZVPD.

ORCA input file:
```
! RIJCOSX wB97M-V def2-TZVPD def2/J DEFGRID3
* xyz 0 1
C -1.57 -0.37 0.10
C -0.78 0.07 -1.07
C -0.64 -1.14 1.12
C -0.73 -0.39 2.57
C -1.81 -1.29 3.43
C 1.15 1.10 -2.23
C 2.34 0.16 -1.92
C 1.83 2.49 -1.99
C 1.79 2.53 -0.52
C 0.49 1.86 -0.01
H -2.60 -1.67 -1.28
H -3.51 -0.31 -0.44
H -1.83 0.57 0.55
H 0.47 -1.01 0.89
H -1.18 -2.23 1.18
H -0.72 0.69 2.33
H 0.15 -0.71 3.20
H -2.83 -2.03 1.65
H -3.33 -2.83 3.12
H 1.00 0.98 -3.43
H 2.68 2.35 -2.71
H 0.89 3.02 -2.31
H 1.57 3.66 -0.09
H 2.71 2.16 -0.10
H -0.35 2.63 0.56
H 0.71 1.00 0.74
H 3.98 -0.65 -2.51
N -2.83 -1.14 -0.25
N -2.59 -2.19 2.76
N 0.14 1.18 -1.23
O -0.63 -0.84 -1.93
O -1.86 -1.49 4.73
O 2.48 -0.35 -0.79
O 3.35 0.10 -2.93
*
```

Values from the calculation:
LUMO level (eV): 0.34
E_HOMO (hartree): -0.3356
Structure (SMILES): NC(=O)CC[C@H](N)C(=O)N1CCC[C@H]1C(=O)O
Relative energy (zero: lowest compared OMol25 entry of this formula, charge and spin) (eV): 6.985
Max |F| (eV Å⁻¹): 7.062
Kohn-Sham gap (eV): 9.473
Molecular weight (g/mol): 243.26



One molecule with the formula C10H17N3O4 in a non-equilibrium geometry, computed with ωB97M-V/def2-TZVPD.

ORCA input file:
```
! RIJCOSX wB97M-V def2-TZVPD def2/J DEFGRID3
* xyz 0 1
C -0.65 0.54 -0.78
C -0.45 -0.13 0.56
C 0.13 1.82 -0.64
C -0.25 2.59 0.64
C -0.89 3.94 0.38
C 1.38 -1.75 -0.58
C 0.40 -2.66 -1.34
C 2.48 -2.60 0.04
C 2.04 -2.64 1.50
C 1.18 -1.51 1.85
H -2.53 0.57 -0.18
H -2.55 0.47 -1.72
H -0.33 -0.01 -1.63
H -0.07 2.51 -1.47
H 1.17 1.67 -0.57
H 0.69 2.96 1.14
H -0.84 2.01 1.39
H -2.37 2.89 -0.61
H -2.46 4.74 -0.77
H 1.62 -1.01 -1.34
H 3.59 -2.21 0.01
H 2.65 -3.63 -0.33
H 2.93 -2.92 2.16
H 1.40 -3.58 1.65
H 1.54 -0.70 2.47
H 0.24 -1.78 2.41
H -0.77 -4.04 -1.24
N -2.05 0.94 -0.98
N -2.05 3.90 -0.35
N 0.70 -1.01 0.51
O -0.99 0.05 1.62
O -0.53 4.98 0.85
O 0.25 -2.74 -2.58
O -0.28 -3.58 -0.56
*
```

Values from the calculation:
LUMO level (eV): 0.37
E_HOMO (hartree): -0.3336
Structure (SMILES): NC(=O)CC[C@H](N)C(=O)N1CCC[C@H]1C(=O)O
Relative energy (zero: lowest compared OMol25 entry of this formula, charge and spin) (eV): 2.168
Max |F| (eV Å⁻¹): 4.961
Kohn-Sham gap (eV): 9.448
Molecular weight (g/mol): 243.26



One molecule with the formula C10H17N3O6S, computed with ωB97M-V/def2-TZVPD.

ORCA input file:
```
! RIJCOSX wB97M-V def2-TZVPD def2/J DEFGRID3
* xyz 0 1
N 1.56 -2.48 -2.84
H 1.72 -1.86 -3.63
H 2.44 -2.58 -2.34
C 0.54 -1.94 -1.96
C 1.03 -0.58 -1.43
O 1.70 -0.46 -0.43
O 0.72 0.41 -2.24
H 1.08 1.28 -1.92
H -0.36 -1.78 -2.55
C 0.29 -2.92 -0.82
C -1.08 -2.74 -0.16
C -1.35 -1.34 0.36
O -2.34 -0.71 0.03
N -0.46 -0.88 1.26
H 0.42 -1.36 1.37
C -0.58 0.39 1.95
C 0.40 0.42 3.11
H 1.42 0.33 2.74
H 0.31 1.35 3.67
S 0.16 -0.99 4.25
H -1.06 -0.65 4.65
H -1.62 0.47 2.30
C -0.31 1.61 1.04
O 0.56 2.42 1.26
N -1.16 1.73 0.02
H -1.87 1.01 -0.15
C -1.05 2.88 -0.85
H -1.28 2.58 -1.87
C 0.38 3.42 -0.82
O 1.32 2.86 -1.34
O 0.45 4.65 -0.35
H 1.37 4.96 -0.31
H -1.73 3.67 -0.53
H -1.17 -3.43 0.68
H -1.87 -2.97 -0.88
H 1.09 -2.82 -0.08
H 0.35 -3.93 -1.23
*
```

Values from the calculation:
LUMO level (eV): 0.64
E_HOMO (hartree): -0.3438
Structure (SMILES): N[C@@H](CCC(=O)N[C@@H](CS)C(=O)NCC(=O)O)C(=O)O
Relative energy (zero: lowest compared OMol25 entry of this formula, charge and spin) (eV): 0.000
Max |F| (eV Å⁻¹): 0.677
Kohn-Sham gap (eV): 9.991
Molecular weight (g/mol): 307.33